(1)
Density functional theory data (wB97M-V/def2-TZVPD) for a 8-piece molecular cluster, C28H46BCl14NO7 overall at a distorted geometry.

XYZ file:
```
97
Properties=species:S:1:pos:R:3:forces:R:3
C -0.35406 4.61372 -2.59318 -0.2461 -0.8356 -0.3343
C -1.35056 3.44490 -2.20555 0.7885 0.5683 -0.2438
O -1.66156 2.74896 -3.46023 0.3115 -1.0568 0.8179
B -1.35113 1.40366 -3.20054 -1.3837 -0.2795 0.2318
O -2.39999 0.55633 -2.75119 1.6720 1.1016 0.4860
C 0.11055 0.73171 -3.32204 1.7262 -0.7672 -0.4686
C 1.26975 1.11646 -2.48548 -0.0394 -1.0281 -1.1477
C 2.57528 0.48068 -2.56397 -0.9434 -1.2313 -1.4201
C 3.81624 0.85950 -1.69437 0.0331 0.4844 -1.2569
O 3.51634 1.64621 -0.55057 -0.1761 -1.4017 -0.1967
C 2.67040 0.97263 0.38933 0.0986 0.8537 1.8294
O 2.83906 -0.43667 0.43483 -1.5191 1.0786 -0.6653
C 1.60425 -1.14128 0.22578 0.4973 -1.7889 -0.7205
C 1.97222 -2.47468 -0.61786 -0.3115 0.9720 -0.1742
O 3.39535 -2.70782 -0.60373 -0.8558 -0.3840 -0.3062
C 2.76610 -0.59434 -3.56252 -2.3314 0.3585 0.1882
C 1.64361 -0.94912 -4.39402 -1.3989 0.8377 0.3674
C 0.31461 -0.31874 -4.30739 2.2023 0.2416 1.5643
C -0.64022 -0.96930 -5.33775 1.3589 0.2677 0.8364
O -1.78946 -0.71161 -5.53884 0.3501 0.0006 -0.1830
N 0.13561 -1.98742 -6.03038 0.8266 1.7185 0.3709
C 1.49706 -2.01646 -5.49955 -0.3439 -0.0256 0.5379
O 2.27468 -2.82728 -5.92953 0.2828 0.7006 0.3914
H 0.16673 4.29876 -3.54039 -0.5125 0.2665 0.9419
H 0.44616 4.77626 -1.83196 -0.8817 0.1709 -0.4014
H -0.95319 5.52319 -2.83677 0.6924 -0.5451 0.4160
H -0.87646 2.70661 -1.49372 -0.3536 0.8380 -0.4169
H -2.28526 3.82148 -1.71338 0.7546 -0.4194 -0.5921
H -2.00877 0.04040 -2.01936 -0.4794 -0.2851 -0.7188
H 1.09361 1.93190 -1.75145 0.4138 -0.6850 -0.6358
H 4.46515 1.50643 -2.35432 -0.6343 -0.4577 0.7287
H 4.45304 -0.04305 -1.46839 -0.9238 0.7007 0.0164
H 2.96551 1.36040 1.40506 -0.1046 -0.1512 -1.1320
H 1.60446 1.30334 0.24769 0.8323 -0.6925 -0.1514
H 1.14904 -1.45495 1.19803 0.3372 0.5126 -0.6468
H 0.87363 -0.58457 -0.41206 0.5815 -0.1212 0.7845
H 1.38873 -3.34242 -0.21132 0.8233 0.5771 -0.2080
H 1.63073 -2.32455 -1.67394 0.2546 -0.1281 0.8358
H 3.76056 -2.43861 -1.46324 -0.3002 -0.0957 0.5245
H 3.73237 -1.15754 -3.69677 -1.9999 0.8544 0.4856
H 0.28142 -1.68471 -7.00161 -0.7363 -0.7658 0.0208
Cl 5.62967 -0.87298 -4.12697 1.6124 0.0888 -0.3071
C 6.05067 -1.70703 -5.64753 0.1012 -0.2790 -0.2658
C 6.61838 -0.75826 -6.67733 0.1223 -0.0388 0.0135
Cl 5.39209 0.37963 -7.28826 -0.0175 0.0289 0.0459
H 5.15547 -2.20996 -6.01493 -0.0361 0.1423 0.0769
H 6.79000 -2.46802 -5.39676 0.0154 0.1053 0.0113
H 6.98374 -1.32246 -7.53572 -0.0820 -0.0433 0.0695
H 7.44695 -0.17764 -6.27328 -0.1183 0.0045 0.0196
Cl -6.45033 2.04985 -1.16623 -0.0018 0.0289 -0.0645
C -7.04415 3.31836 -2.26608 -0.0921 0.0510 -0.1579
C -5.91244 4.10953 -2.88240 -0.0563 -0.0807 -0.1997
Cl -5.06997 5.12298 -1.68203 0.0352 -0.0180 0.0417
H -7.72414 3.96024 -1.70673 0.1312 -0.0147 0.0273
H -7.61482 2.81790 -3.04906 0.1076 0.0285 -0.0183
H -6.30496 4.78246 -3.64536 -0.0412 -0.0188 0.0879
H -5.17582 3.45641 -3.35005 -0.0127 0.0114 0.1412
Cl 1.67256 -4.01836 3.38359 -0.1452 0.0308 0.1361
C 3.13370 -4.39670 2.44206 0.2387 0.0245 -0.2629
C 3.30148 -5.88137 2.21963 -0.0229 0.0814 -0.2020
Cl 3.69176 -6.74589 3.72842 -0.0181 -0.0599 0.0511
H 3.99152 -3.97106 2.96096 -0.0983 -0.0672 0.0448
H 3.03079 -3.88864 1.48326 0.0645 -0.0877 0.0215
H 4.12596 -6.06057 1.52932 -0.0042 0.0887 0.0709
H 2.40158 -6.32742 1.79764 0.0185 0.0417 0.1220
Cl 3.84010 2.87302 3.80900 -0.0049 0.0224 -0.0372
C 2.42239 2.73795 4.88027 -0.0898 -0.0029 0.1576
C 1.48266 1.63630 4.44730 0.0238 -0.1089 0.1655
Cl 0.66055 2.01783 2.91454 0.0182 0.0181 0.0311
H 1.92181 3.70532 4.90101 0.0248 -0.0738 -0.1092
H 2.80105 2.52803 5.88107 -0.0211 -0.0689 -0.0691
H 0.70295 1.49841 5.19785 0.0109 0.0871 -0.0435
H 2.00649 0.68875 4.32318 0.0223 0.1049 -0.0582
Cl -2.19057 4.11700 2.19076 0.0054 0.0012 -0.0473
C -3.66615 3.68754 3.09384 -0.1865 0.0553 0.0591
C -3.35288 3.13344 4.46495 -0.1309 0.1340 0.0301
Cl -2.57779 1.53286 4.36368 0.0195 -0.0437 0.0721
H -4.23257 2.97653 2.49503 0.1731 0.0143 0.0328
H -4.25609 4.59990 3.18653 0.0533 -0.0397 0.0590
H -4.27326 3.00654 5.03596 -0.0085 -0.0193 -0.1283
H -2.69525 3.79788 5.02448 0.0444 -0.0762 -0.1141
Cl 1.57976 -8.37568 8.80511 0.0021 0.0015 0.0413
C 0.92704 -7.08335 7.76586 -0.1010 0.0852 -0.1199
C 2.01948 -6.26034 7.12288 -0.1070 -0.0300 -0.1625
Cl 2.90164 -5.26753 8.31120 0.0302 -0.0081 0.0302
H 0.26479 -6.46575 8.37143 0.1247 -0.0310 0.0242
H 0.32932 -7.56968 6.99435 0.1021 0.0214 -0.0111
H 1.58557 -5.57254 6.39615 -0.0093 -0.0432 0.0472
H 2.74212 -6.88919 6.60553 -0.0320 0.0246 0.1158
Cl -6.63337 1.93984 2.19843 -0.0396 -0.0498 0.2047
C -8.27553 1.30920 1.92438 -0.1769 -0.0930 -0.1043
C -9.33258 2.16214 2.58738 -0.0605 0.0017 -0.1504
Cl -9.26724 2.05541 4.36478 0.0204 0.0337 0.0237
H -8.30642 0.28148 2.28422 0.0387 0.1105 0.0771
H -8.43255 1.29729 0.84490 0.0298 0.0955 0.0450
H -10.32369 1.82145 2.28618 0.0801 -0.0577 0.0116
H -9.23307 3.21049 2.30824 0.0819 -0.0724 0.0684
```
Positions in Å, forces in eV/Å.

HOMO energy in eV: -9.595
M in u: 1015.83
Orbital gap in eV: 9.03
SMILES: CCOB(O)c1cc(COCOCCO)cc2c1C(=O)NC2=O.ClCCCl.ClCCCl.ClCCCl.ClCCCl.ClCCCl.ClCCCl.ClCCCl
E in eV: -221596.100
E_LUMO in eV: -0.57

Mulliken atomic charge list, values in e, 2 entries: -1.193, 0.381

---

(2)
Density functional theory data (wB97M-V/def2-TZVPD) for a 4-piece molecular cluster, C28H46BCl2N2O8S3 overall at a distorted geometry.

XYZ file:
```
90
Properties=species:S:1:pos:R:3:forces:R:3
C 1.56657 2.55696 3.85872 -0.1329 -0.9069 -0.5628
C 1.97605 1.32318 3.16440 -0.1810 1.9332 0.0354
C 1.27919 0.77025 1.82547 -0.4050 -3.0253 2.6241
C -0.23586 0.49162 2.29572 -1.0612 -0.9557 -2.0904
C -0.67270 -1.07705 2.16646 0.0913 0.5154 0.8489
C -2.28461 -1.13471 2.36340 0.7986 1.3335 -0.1739
C -3.07812 -1.04553 0.96589 -0.2064 -0.4866 1.1044
C -3.30400 -2.54854 0.43456 -0.3535 0.4242 -0.4753
N -2.22282 -3.50277 0.81923 -0.3793 0.3618 -0.2561
O 1.95707 -0.50476 1.58363 -1.3674 0.9592 -0.1448
B 3.14816 -0.36594 0.69290 -1.4512 0.1265 0.5435
C 3.23462 -1.35517 -0.62985 -0.1264 -1.4903 -1.1543
C 2.91899 -2.89388 -0.32296 -1.8334 0.3374 3.0900
O 2.26715 -3.33633 0.63828 2.7338 1.6076 -4.0522
Cl 3.55689 -4.12898 -1.56782 -0.2035 0.5401 0.4336
C 4.45346 -0.40743 1.71298 2.7790 -0.9742 0.3096
C 5.59726 -1.45293 1.23696 2.1561 -0.8252 -1.1995
C 6.64553 -0.86650 0.21495 0.9067 -3.4598 0.3927
C 7.79858 -1.73565 -0.39400 -3.4341 -1.2970 3.1409
C 7.83694 -3.22842 0.07644 -1.9228 1.5660 1.0916
C 6.83910 -3.82877 1.09297 -0.6277 3.8233 -1.0783
C 5.68824 -2.92906 1.68892 2.1833 1.1362 -2.0066
C 4.65117 -3.55025 2.73119 0.1055 0.5787 -0.3917
O 2.82171 0.95027 0.04285 -2.1622 1.7318 -0.3480
C 1.55647 1.55059 0.42494 4.8784 1.3397 2.2895
C 2.01757 3.11715 0.50185 -1.0978 -0.4770 -0.2662
C 0.76355 4.05663 0.16434 1.7274 2.9081 -3.8915
O 0.87888 4.83596 -0.82395 -0.8593 -3.0543 4.1979
Cl -0.82868 4.06150 1.05322 1.5926 -0.3450 -0.3406
O 0.49988 1.62085 -0.57435 -0.8648 -4.5305 -1.0457
C 0.08281 0.35375 -1.01558 0.0783 -1.5870 0.2024
N -0.22435 -0.76605 -1.32846 1.1476 5.1681 1.0414
H 0.66752 2.57951 4.56419 0.1336 0.4828 -2.5364
H 2.11264 3.55111 3.66132 0.3337 -1.8849 1.9153
H 2.83113 0.72373 3.63382 -0.0269 1.5201 -2.0786
H -0.92224 1.04216 1.53948 0.7923 -0.5480 1.5733
H -0.47114 0.78506 3.37163 0.4870 0.0790 -1.5671
H -0.33574 -1.53234 1.17984 -0.5479 0.6401 1.4630
H -0.12520 -1.62300 3.02549 -0.9137 0.6332 -1.4556
H -2.60146 -2.01635 3.01911 0.3374 1.0532 -1.1317
H -2.56043 -0.18135 2.95366 0.3286 -1.4581 -0.6895
H -2.54908 -0.38139 0.18530 -0.5599 -1.1522 1.3489
H -4.08313 -0.53257 1.19954 1.4306 -0.9965 -0.6817
H -4.30059 -2.93873 0.83802 1.0566 0.7152 -0.7478
H -3.32679 -2.50666 -0.70715 -0.2356 -0.1962 1.5571
H -1.98310 -4.14790 0.05921 -0.2787 0.3430 0.7439
H -2.42225 -3.98685 1.70078 0.1635 0.1731 -0.8188
H 4.24922 -1.20903 -1.16871 -1.5739 -0.6850 0.8706
H 2.44515 -1.02816 -1.41277 1.0673 -0.7078 1.3257
H 5.00397 0.61163 1.77840 -0.9486 -1.5112 0.0008
H 4.17816 -0.73883 2.78139 0.2141 0.7127 -1.6964
H 6.54459 0.23307 -0.11011 0.1137 -1.9208 0.6516
H 8.56419 -1.29504 -1.13036 -1.3962 -0.8937 1.3272
H 8.64420 -3.90264 -0.35825 -1.2163 0.9673 0.6973
H 6.86895 -4.93189 1.41469 0.1294 1.9294 -0.6829
H 4.11513 -4.43286 2.24590 0.7065 1.1760 0.7087
H 3.85353 -2.77241 3.03013 1.2698 -1.2852 -0.6523
H 5.16670 -3.89040 3.69336 -0.5284 0.3887 -1.3871
H 2.55374 3.37124 1.47308 -1.1657 -0.4725 -1.1669
H 2.79383 3.25300 -0.34031 -1.6311 -0.1026 1.2002
C -4.03210 -0.61969 -3.10034 0.0736 0.0014 0.0739
S -5.44558 0.18928 -2.32219 0.1348 -0.1203 0.1912
O -5.48840 -0.26334 -0.89999 -0.1463 0.0565 -0.4810
C -6.71366 -0.72970 -3.22308 -0.0534 -0.1212 -0.0335
H -3.11887 -0.22085 -2.65391 -0.1308 0.0347 0.0982
H -4.07628 -1.69662 -2.92959 -0.0704 0.0781 -0.0413
H -4.03095 -0.40888 -4.17096 -0.1347 -0.0008 0.1059
H -6.59481 -1.80023 -3.04630 0.0765 0.0683 0.0317
H -6.63134 -0.51372 -4.29005 0.0541 0.0094 0.0571
H -7.69176 -0.40848 -2.86307 0.1208 0.0552 0.0504
C -1.05976 -1.53533 -5.62142 0.0181 -0.0434 0.0656
S -2.70965 -1.40880 -6.34428 0.1204 -0.2511 0.0820
O -3.55556 -2.47117 -5.72033 0.2383 0.1954 -0.2794
C -2.24217 -1.98677 -7.99071 0.0113 -0.0745 -0.0799
H -1.12230 -1.25427 -4.56859 -0.0669 -0.0136 -0.0792
H -0.69459 -2.56104 -5.70008 -0.1148 0.0275 -0.0160
H -0.38087 -0.85329 -6.13640 -0.0865 0.0114 0.0020
H -1.80481 -2.98467 -7.92529 -0.0413 0.0484 0.0973
H -1.52606 -1.29063 -8.43142 -0.0481 0.0083 0.0702
H -3.13916 -2.02335 -8.60979 0.0133 0.0386 0.1226
C -4.88110 6.55826 1.91703 -0.1646 -0.0037 0.0382
S -3.20839 6.23051 2.51462 0.0659 -0.3227 0.0752
O -3.19760 4.84865 3.07902 -0.1420 0.5545 -0.1147
C -3.27372 7.38262 3.90493 -0.1086 0.0395 0.1152
H -5.07345 5.90954 1.06119 0.1413 0.0109 0.0941
H -5.60815 6.34440 2.70304 0.0967 -0.0289 0.0117
H -4.96067 7.60097 1.60396 0.0723 -0.0333 0.0111
H -4.09866 7.11910 4.56965 0.0270 -0.0617 -0.0635
H -3.40357 8.39960 3.52965 0.0284 -0.0604 -0.0387
H -2.33216 7.31580 4.45074 -0.0345 -0.0781 -0.1252
```
Positions in Å, forces in eV/Å.

HOMO energy in eV: -4.555
M in u: 716.60
Orbital gap in eV: 6.43
Net charge: -1
ΔE to the lowest compared entry with this formula, charge and spin in kJ/mol: 867.33
E in eV: -107358.441
E_LUMO in eV: 1.88

Mulliken atomic charge list, values in e, 2 entries: -0.855, -0.856